Below is C14H30N3NbO2PS as an isolated structure at a distorted geometry, with properties calculated with ωB97M-V/def2-TZVPD.

Structure (XYZ):
```
52
Properties=species:S:1:pos:R:3:nbo_charge:R:1
O -4.733 -2.323 1.722 -0.579
C -4.453 -1.244 1.222 0.613
C -3.037 -0.882 0.748 -1.086
Nb -2.735 0.997 -0.542 1.568
S -0.956 1.924 1.003 -0.575
C -5.614 -0.255 1.051 -0.112
C -5.850 0.657 2.068 -0.195
C -6.879 1.567 1.913 -0.207
C -7.622 1.526 0.744 -0.232
C -7.378 0.626 -0.267 -0.196
C -6.349 -0.303 -0.113 -0.192
H -2.407 -0.882 1.650 0.252
H -2.692 -1.746 0.149 0.253
H -3.914 2.049 0.372 -0.402
H -2.574 2.417 -1.699 -0.341
H -1.448 0.186 -1.603 -0.405
H -4.009 0.412 -1.694 -0.347
H -1.628 2.786 1.806 0.141
H -5.210 0.615 2.947 0.214
H -7.074 2.299 2.694 0.204
H -8.434 2.246 0.633 0.198
H -7.934 0.599 -1.202 0.205
H -6.120 -1.025 -0.892 0.224
O 1.566 0.220 -0.413 -0.946
P 3.014 -0.043 -0.107 2.236
N 3.686 0.602 -1.553 -0.832
C 4.443 -0.093 -2.566 -0.391
C 3.393 1.993 -1.866 -0.408
N 2.920 -1.763 -0.145 -0.804
C 3.780 -2.647 -0.901 -0.397
C 1.592 -2.357 -0.011 -0.402
N 4.600 -0.196 0.639 -0.684
C 4.494 -0.649 2.050 -0.438
C 5.438 1.016 0.662 -0.427
H 5.264 -0.680 -2.144 0.185
H 4.920 0.607 -3.255 0.191
H 3.804 -0.751 -3.167 0.184
H 4.117 2.670 -1.386 0.154
H 2.397 2.279 -1.519 0.239
H 3.415 2.183 -2.939 0.191
H 3.490 -2.697 -1.957 0.172
H 3.727 -3.664 -0.499 0.182
H 4.830 -2.368 -0.828 0.201
H 1.036 -2.328 -0.955 0.191
H 1.008 -1.842 0.747 0.225
H 1.671 -3.400 0.310 0.175
H 3.985 0.093 2.674 0.184
H 5.487 -0.833 2.465 0.191
H 3.944 -1.584 2.124 0.229
H 4.908 1.877 1.080 0.189
H 5.791 1.274 -0.336 0.214
H 6.336 0.843 1.257 0.195
```

Its total charge is -1. The LUMO energy comes out at 2.158 eV. The value obtained for the total energy is -1662.48438 hartree. For the HOMO-LUMO gap, the calculation gives 6.8 eV. The calculation puts the HOMO energy at -0.1711 Ha.